Entry from the Open Molecules 2025 dataset: 12 unconnected molecules or ions with the total composition C36H66F2O36 in a non-equilibrium geometry (ωB97M-V/def2-TZVPD).

Each atom is followed by the atoms it is bonded to, with distances in Å.
Cartesian coordinates (Å):
1 C -6.29141 6.50226 0.59816  C2 1.477, O6 1.379, H8 1.090, H9 1.090
2 C -6.87886 5.37577 -0.15530  C1 1.477, O3 1.437, F7 1.282, H10 1.090
3 O -6.24078 5.49155 -1.43816  C2 1.437, C4 1.403
4 C -4.96106 6.00149 -1.17011  O3 1.403, O5 1.230, O6 1.380
5 O -3.98728 5.99650 -1.92130  C4 1.230
6 O -5.00922 6.55339 0.09339  C1 1.379, C4 1.380
7 F -8.13411 5.49294 -0.38805  C2 1.282
8 H -6.32568 6.49212 1.68756  C1 1.090
9 H -6.75697 7.44884 0.32368  C1 1.090
10 H -6.74396 4.50982 0.49279  C2 1.090
11 C -3.62374 4.98259 8.31737  C12 1.548, O16 1.398, H18 1.090, H19 1.090
12 C -4.51594 4.45968 9.46870  C11 1.548, O13 1.456, F17 1.340, H20 1.090
13 O -5.27997 3.39861 8.82844  C12 1.456, C14 1.394
14 C -5.21634 3.56518 7.44577  O13 1.394, O15 1.202, O16 1.378
15 O -5.84755 2.95573 6.62461  C14 1.202
16 O -4.48112 4.71343 7.24614  C11 1.398, C14 1.378
17 F -5.30660 5.47597 9.83840  C12 1.340
18 H -2.69621 4.48425 8.03551  C11 1.090
19 H -3.47589 6.05865 8.40864  C11 1.090
20 H -3.98387 4.07224 10.33755  C12 1.090
21 C 4.92479 -1.11692 -1.09354  O22 1.437, H27 1.090, H28 1.090, H29 1.090
22 O 5.48963 -1.68634 -2.28538  C21 1.437, C23 1.318
23 C 6.51253 -1.07698 -2.85102  O22 1.318, O24 1.263, O25 1.379
24 O 7.00803 0.01191 -2.44537  C23 1.263
25 O 6.95073 -1.77248 -3.95807  C23 1.379, C26 1.492
26 C 8.01761 -1.17527 -4.81257  O25 1.492, H30 1.090, H31 1.090, H32 1.090
27 H 4.59866 -0.08408 -1.21594  C21 1.090
28 H 5.72778 -1.09332 -0.35683  C21 1.090
29 H 4.11262 -1.68160 -0.63570  C21 1.090
30 H 8.02018 -0.08798 -4.88928  C26 1.090
31 H 7.96692 -1.66629 -5.78439  C26 1.090
32 H 9.04809 -1.40801 -4.54414  C26 1.090
33 C -8.04217 -4.49523 -5.31560  O34 1.474, H39 1.090, H40 1.090, H41 1.090
34 O -7.93678 -4.34765 -3.85290  C33 1.474, C35 1.317
35 C -8.85599 -3.64772 -3.22163  O34 1.317, O36 1.226, O37 1.342
36 O -9.74621 -2.95270 -3.69978  C35 1.226
37 O -8.60137 -3.69891 -1.90531  C35 1.342, C38 1.474
38 C -9.46732 -2.88726 -1.03041  O37 1.474, H42 1.090, H43 1.090, H44 1.090
39 H -9.03673 -4.84117 -5.59714  C33 1.090
40 H -7.26801 -5.21736 -5.57505  C33 1.090
41 H -7.72843 -3.50466 -5.64490  C33 1.090
42 H -9.47767 -1.80969 -1.19420  C38 1.090
43 H -8.88003 -2.78794 -0.11755  C38 1.090
44 H -10.38161 -3.42774 -0.78533  C38 1.090
45 C 2.68000 1.75592 -6.74391  O46 1.434, H51 1.090, H52 1.090, H53 1.090
46 O 3.45210 1.93429 -7.93907  C45 1.434, C47 1.289
47 C 3.92140 0.94709 -8.62299  O46 1.289, O48 1.271, O49 1.367
48 O 3.81315 -0.28138 -8.31379  C47 1.271
49 O 4.29022 1.50918 -9.81352  C47 1.367, C50 1.411
50 C 5.12050 0.80072 -10.70750  O49 1.411, H54 1.090, H55 1.090, H56 1.090
51 H 1.60535 1.74821 -6.92602  C45 1.090
52 H 2.90007 2.53294 -6.01185  C45 1.090
53 H 2.91244 0.81342 -6.24817  C45 1.090
54 H 4.96683 -0.26082 -10.51355  C50 1.090
55 H 6.18190 0.94351 -10.50466  C50 1.090
56 H 4.92867 1.21888 -11.69564  C50 1.090
57 C 4.82321 6.34471 -0.83429  O58 1.411, H63 1.090, H64 1.090, H65 1.090
58 O 5.71948 6.01894 0.20520  C57 1.411, C59 1.416
59 C 5.20459 5.11971 1.17024  O58 1.416, O60 1.257, O61 1.315
60 O 4.03990 4.65384 1.24735  C59 1.257
61 O 6.21939 4.94611 1.98851  C59 1.315, C62 1.444
62 C 6.12108 3.93035 3.01058  O61 1.444, H66 1.090, H67 1.090, H68 1.090
63 H 3.92676 6.72769 -0.34664  C57 1.090
64 H 4.77092 5.51213 -1.53584  C57 1.090
65 H 5.26478 7.24545 -1.26067  C57 1.090
66 H 5.73329 2.95381 2.72060  C62 1.090
67 H 5.33282 4.17851 3.72133  C62 1.090
68 H 7.06741 3.78256 3.53089  C62 1.090
69 C -5.96940 -4.33925 10.05865  O70 1.420, H75 1.090, H76 1.090, H77 1.090
70 O -6.24140 -4.39009 8.66549  C69 1.420, C71 1.309
71 C -5.22500 -4.34992 7.84150  O70 1.309, O72 1.268, O73 1.292
72 O -4.01895 -4.15894 8.18322  C71 1.268
73 O -5.70993 -4.24054 6.64859  C71 1.292, C74 1.348
74 C -4.90115 -3.82667 5.65287  O73 1.348, H78 1.090, H79 1.090, H80 1.090
75 H -5.54289 -5.30490 10.33013  C69 1.090
76 H -6.87985 -4.13560 10.62231  C69 1.090
77 H -5.34421 -3.48164 10.30711  C69 1.090
78 H -4.35825 -2.93737 5.97304  C74 1.090
79 H -5.43167 -3.24427 4.89957  C74 1.090
80 H -4.25997 -4.63391 5.29881  C74 1.090
81 C 2.87794 -0.92039 7.18527  O82 1.408, H87 1.090, H88 1.090, H89 1.090
82 O 3.48520 -1.63477 6.13550  C81 1.408, C83 1.370
83 C 4.73291 -2.09475 6.46308  O82 1.370, O84 1.223, O85 1.297
84 O 5.25375 -1.88266 7.54963  C83 1.223
85 O 5.17135 -2.76065 5.43968  C83 1.297, C86 1.471
86 C 6.38341 -3.59344 5.44731  O85 1.471, H90 1.090, H91 1.090, H92 1.090
87 H 2.20968 -0.15910 6.78284  C81 1.090
88 H 3.63049 -0.43221 7.80451  C81 1.090
89 H 2.28469 -1.60352 7.79313  C81 1.090
90 H 6.62345 -3.80179 4.40468  C86 1.090
91 H 6.10789 -4.43746 6.07962  C86 1.090
92 H 7.30980 -3.08043 5.70562  C86 1.090
93 C 1.69252 -6.45666 -16.49257  O94 1.408, H99 1.090, H100 1.090, H101 1.090
94 O 0.83724 -6.01283 -15.46573  C93 1.408, C95 1.344
95 C 1.33502 -5.17021 -14.54513  O94 1.344, O96 1.209, O97 1.275
96 O 2.41180 -4.62455 -14.60629  C95 1.209
97 O 0.48097 -4.99569 -13.61531  C95 1.275, C98 1.368
98 C 0.81965 -4.41612 -12.42284  O97 1.368, H102 1.090, H103 1.090, H104 1.090
99 H 2.12501 -5.64404 -17.07627  C93 1.090
100 H 1.12172 -6.99487 -17.24929  C93 1.090
101 H 2.39447 -7.14955 -16.02862  C93 1.090
102 H 0.88887 -3.33372 -12.53111  C98 1.090
103 H 1.69973 -4.83122 -11.93168  C98 1.090
104 H -0.02620 -4.54067 -11.74673  C98 1.090
105 C 1.24060 -7.83235 4.60839  O106 1.448, H111 1.090, H112 1.090, H113 1.090
106 O 2.24387 -8.43751 3.75713  C105 1.448, C107 1.338
107 C 2.38051 -8.11141 2.46715  O106 1.338, O108 1.203, O109 1.376
108 O 3.20417 -8.63345 1.76281  C107 1.203
109 O 1.44196 -7.17676 2.09537  C107 1.376, C110 1.401
110 C 1.29160 -6.76697 0.76456  O109 1.401, H114 1.090, H115 1.090, H116 1.090
111 H 1.41201 -6.75597 4.59671  C105 1.090
112 H 1.33733 -8.11510 5.65662  C105 1.090
113 H 0.25383 -7.91043 4.15202  C105 1.090
114 H 1.38545 -7.58224 0.04718  C110 1.090
115 H 1.88709 -5.91067 0.44799  C110 1.090
116 H 0.24397 -6.47607 0.68743  C110 1.090
117 C -2.23530 0.86208 0.58315  O118 1.448, H123 1.090, H124 1.090, H125 1.090
118 O -1.86152 -0.22010 -0.30376  C117 1.448, C119 1.288
119 C -2.60784 -0.56634 -1.29468  O118 1.288, O120 1.269, O121 1.408
120 O -3.81042 -0.20398 -1.47480  C119 1.269
121 O -1.93120 -1.50169 -2.10107  C119 1.408, C122 1.387
122 C -2.58036 -2.17090 -3.12824  O121 1.387, H126 1.090, H127 1.090, H128 1.090
123 H -3.30899 1.02681 0.67321  C117 1.090
124 H -1.73345 1.77267 0.25594  C117 1.090
125 H -1.79979 0.67835 1.56533  C117 1.090
126 H -3.26268 -1.58189 -3.74112  C122 1.090
127 H -2.91353 -3.15866 -2.80977  C122 1.090
128 H -1.91904 -2.50662 -3.92702  C122 1.090
129 C 3.52416 9.71369 7.66015  O130 1.445, H135 1.090, H136 1.090, H137 1.090
130 O 2.85405 10.24462 6.49545  C129 1.445, C131 1.358
131 C 1.93530 9.50494 5.82155  O130 1.358, O132 1.211, O133 1.357
132 O 1.37114 8.45416 6.02895  C131 1.211
133 O 1.73832 10.10618 4.62086  C131 1.357, C134 1.462
134 C 0.90359 9.50794 3.58001  O133 1.462, H138 1.090, H139 1.090, H140 1.090
135 H 4.19574 8.87323 7.48490  C129 1.090
136 H 2.72772 9.37702 8.32381  C129 1.090
137 H 4.20992 10.49640 7.98448  C129 1.090
138 H -0.16424 9.52563 3.79803  C134 1.090
139 H 1.13727 8.48969 3.26912  C134 1.090
140 H 1.04476 9.94852 2.59307  C134 1.090

Maximum force, eV Å⁻¹: 5.52
HOMO-LUMO gap, eV: 10.50
Energy above the lowest of the compared OMol25 structures with the same formula, charge and spin, kJ/mol: 605.32
Molecular weight, g/mol: 1112.88
HOMO, eV: -10.52
SMILES string: O=C1OC[C@@H](F)O1.O=C1OC[C@@H](F)O1.COC(=O)OC.COC(=O)OC.COC(=O)OC.COC(=O)OC.COC(=O)OC.COC(=O)OC.COC(=O)OC.COC(=O)OC.COC(=O)OC.COC(=O)OC